ORCA calculation (ωB97M-V/def2-TZVPD) on an isolated molecule of C15H14FN5O2S in a non-equilibrium geometry.

Geometry as XYZ:
```
38
Properties=species:S:1:pos:R:3:mulliken_charge:R:1
C 4.76925 5.97627 -0.18186 -1.113
C 4.49785 4.72207 0.63543 -0.267
O 4.21124 3.60410 -0.20855 -0.275
C 2.96050 3.47636 -0.64233 0.157
O 2.05860 4.22324 -0.37027 -0.585
C 2.78956 2.23011 -1.49316 0.642
C 3.95262 1.95116 -2.42623 -1.436
S 2.58331 0.84985 -0.28703 -0.226
C 0.94450 0.37573 -0.59699 -0.042
N 0.25164 0.95745 -1.56470 -0.443
C -1.00364 0.59401 -1.78704 -0.483
N -1.70892 -0.31744 -1.15297 -0.429
C -1.02557 -0.92032 -0.18065 1.040
C 0.31984 -0.62837 0.15818 0.240
N 0.66890 -1.44028 1.18923 -0.701
N -0.32012 -2.16743 1.48591 -0.616
N -1.38013 -1.89987 0.69164 0.580
C -2.59361 -2.58017 0.83051 0.562
C -3.66750 -2.27353 0.00119 -0.370
C -4.85925 -2.95665 0.15328 -0.677
C -4.95556 -3.93234 1.13017 0.317
F -6.11758 -4.59722 1.27668 -0.324
C -3.89353 -4.24603 1.96174 -0.574
C -2.70297 -3.56363 1.80984 -0.411
H 5.04496 6.79008 0.48233 0.385
H 5.58043 5.80030 -0.88435 0.297
H 3.87677 6.26018 -0.73414 0.312
H 3.65011 4.88348 1.30882 0.330
H 5.37843 4.42359 1.20747 0.312
H 1.83153 2.28241 -2.01800 0.423
H 3.77534 1.03020 -2.97632 0.414
H 4.87856 1.85647 -1.86509 0.332
H 4.05471 2.76899 -3.13678 0.352
H -1.50457 1.11472 -2.59127 0.465
H -3.56131 -1.50796 -0.75069 0.524
H -5.70851 -2.74041 -0.47467 0.417
H -4.00679 -5.01229 2.71158 0.427
H -1.85256 -3.77741 2.43682 0.445
```

Calculated values
2S+1: 1
Energy relative to the best compared isomer or geometry (same formula, charge and spin) (eV): 1.751
Frontier orbital gap (eV): 8.73
SMILES: CCOC(=O)[C@@H](C)Sc1ncnc2c1nnn2-c1ccc(F)cc1